Entry 1:
ORCA calculation (wB97M-V/def2-TZVPD) on a molecular structure, C16H32O3PS3Si2Sn.

```
58
Properties=species:S:1:pos:R:3:forces:R:3:lowdin_spin:R:1
H -2.131 -2.377 -4.163 0.02 0.00 0.01 0.00
H 0.545 1.959 2.194 -0.02 0.01 0.02 0.00
O -2.399 -0.396 -2.021 -0.11 -0.24 -0.09 0.04
P 0.687 -1.660 2.390 -0.25 -0.08 0.05 0.03
S 1.877 -0.654 1.135 -0.12 -0.04 -0.20 0.02
H -3.377 1.544 -0.630 0.01 0.01 0.03 0.00
H 3.193 1.523 -3.103 0.01 -0.03 0.02 0.01
H -0.881 1.127 2.837 0.00 0.02 -0.02 0.00
H 2.981 -0.206 -2.767 0.03 0.02 0.00 0.00
H 2.368 -1.863 5.620 0.00 0.01 0.00 0.00
C -0.261 5.349 -1.084 0.00 0.00 0.00 0.00
O 0.600 -0.964 3.814 0.03 0.05 -0.02 0.00
Si -1.121 1.566 0.402 -0.06 -0.21 0.03 0.01
H 3.520 -0.525 5.462 0.00 0.00 0.00 0.00
C 0.571 5.116 -2.171 0.00 0.00 0.01 0.00
H 2.081 0.472 3.650 0.00 0.00 -0.01 0.00
C 2.726 0.800 -2.427 0.16 0.08 -0.03 0.03
H -3.333 2.628 0.775 -0.01 -0.03 0.01 0.00
H -1.400 4.482 0.496 0.01 -0.01 -0.01 0.00
O 1.375 -3.050 2.781 0.06 0.01 -0.03 0.00
H 0.965 5.947 -2.744 0.00 -0.01 0.00 0.00
H 3.152 0.944 -1.432 0.00 -0.01 -0.01 0.00
H 3.287 -1.656 4.124 0.00 0.01 -0.01 0.00
H -2.982 -3.674 -3.280 0.01 0.01 -0.01 0.00
C -3.635 -2.397 -0.821 -0.03 -0.06 0.03 0.00
C -2.389 -2.765 -3.180 0.07 -0.06 0.01 0.01
H -0.521 6.363 -0.806 0.00 -0.01 0.00 0.00
Si 0.873 1.017 -2.400 0.05 -0.47 0.02 0.18
C 0.399 2.723 -1.790 -0.11 0.18 0.10 0.04
C -0.544 1.907 2.150 0.04 0.05 0.12 0.00
H 0.699 -3.870 0.168 0.00 0.02 0.01 0.00
C 1.693 -0.222 4.398 -0.05 -0.05 -0.03 0.00
H 0.385 1.621 -4.733 -0.01 -0.05 -0.02 0.00
H -2.684 -2.732 -0.404 -0.03 0.00 -0.02 0.00
C -0.755 4.279 -0.354 0.02 -0.05 -0.03 0.00
H 0.576 -0.136 -4.580 -0.03 0.00 0.01 0.00
H 2.807 -3.273 1.309 0.01 0.01 -0.01 0.00
H 1.228 0.355 5.194 0.00 0.00 0.03 0.00
C 2.074 -3.884 1.838 -0.06 0.03 0.02 0.00
H -0.950 2.865 2.490 0.03 -0.02 0.02 0.00
H 1.705 -5.320 0.301 -0.01 0.01 0.00 0.00
S -1.190 -1.908 1.766 0.23 -0.18 0.19 0.18
H -4.300 -3.237 -1.023 0.01 0.00 0.03 0.00
H -1.488 -2.942 -2.591 0.00 -0.03 -0.04 0.01
H 2.606 -4.605 2.456 -0.02 -0.01 0.02 0.00
C 2.781 -1.127 4.931 0.03 0.00 0.02 0.00
H -4.116 -1.699 -0.137 0.01 -0.01 0.00 0.00
H -0.928 0.653 -4.047 0.03 0.00 -0.01 0.00
C 1.142 -4.578 0.870 0.01 -0.03 -0.02 0.00
H 1.543 3.649 -3.372 -0.01 -0.01 0.01 0.00
S -3.360 -1.515 -2.349 0.07 0.33 0.03 0.01
C 0.157 0.754 -4.105 -0.04 0.04 -0.12 0.02
C -0.441 2.954 -0.684 0.12 0.16 -0.13 0.01
C -2.991 1.665 0.383 -0.17 0.04 -0.01 0.00
C 0.893 3.815 -2.517 -0.03 -0.02 0.04 0.01
Sn -0.234 -0.636 -0.634 0.13 0.61 -0.02 0.37
H 0.335 -5.081 1.404 0.02 -0.01 0.00 0.00
H -3.414 0.875 1.010 0.00 0.02 0.01 0.00
```
Forces are in eV/Å.

Output
Spin multiplicity: 2
Maximum force: 0.621 eV Å⁻¹
DFT total energy: -3183.8900 hartree
Highest occupied orbital energy (alpha / beta): -6.528 / -7.090 eV
LUMO level (alpha / beta): 0.322 / -1.001 eV
Gap between HOMO and LUMO (alpha / beta): 6.850 / 6.089 eV

---

Entry 2:
ORCA calculation (wB97M-V/def2-TZVPD) on a molecular structure, C16H33BrClO7SSi2 in a non-equilibrium geometry.

```
61
Properties=species:S:1:pos:R:3:forces:R:3:lowdin_charge:R:1
Si 0.189 -0.209 -0.091 0.63 -0.50 -0.08 0.59
C -1.482 -0.737 4.036 -0.35 -0.27 -0.82 -0.28
H -0.421 3.339 -1.420 -0.48 0.09 0.21 0.06
H -1.496 0.071 4.770 0.01 0.04 0.00 0.07
H 3.175 -2.272 2.601 -0.03 0.17 0.02 0.07
C 4.646 -0.178 3.933 -0.14 0.07 -0.01 -0.07
H 4.556 0.442 4.825 0.08 -0.03 0.02 0.08
C 4.885 -1.623 4.323 0.03 0.18 -0.16 -0.25
H -1.933 3.278 -8.049 0.01 0.02 0.01 0.09
H 1.078 1.237 -9.352 0.04 -0.07 0.03 0.08
H -0.945 1.768 -3.634 0.11 -0.12 -0.19 0.05
H 0.487 2.829 -3.339 -0.26 0.15 -0.23 0.07
O 1.915 -3.106 5.483 0.06 -0.05 0.23 0.10
H -2.128 1.637 -7.398 0.06 0.03 -0.13 0.07
O -1.168 -0.866 -2.440 0.75 0.64 0.39 -0.12
O -1.268 -2.300 -0.750 0.31 -0.25 0.83 -0.12
H -3.786 0.064 4.654 -0.36 0.09 -0.09 0.07
O 3.853 -2.118 5.175 0.18 -0.18 0.35 -0.01
H -0.700 0.202 -7.065 -0.03 0.05 -0.01 0.12
C 0.146 0.807 -8.981 -0.02 0.15 -0.06 -0.07
H -0.005 -0.164 -9.454 0.01 -0.01 0.02 0.08
H 5.015 -2.272 3.456 -0.07 0.03 -0.03 0.11
H 1.679 -1.508 3.170 -0.05 -0.04 -0.07 0.08
H -4.274 -1.282 5.701 -0.07 0.10 0.05 0.06
C -0.908 -1.223 -1.264 -1.22 -0.62 -1.13 -0.85
H 1.029 0.010 -7.200 0.04 0.10 0.12 0.12
H -0.494 2.484 3.031 0.04 -0.54 -0.01 -0.19
O -0.208 3.783 -5.898 0.29 0.05 0.01 0.10
C -2.607 -1.729 4.373 0.16 -0.19 1.75 -0.48
C -3.950 -1.011 4.697 0.48 -0.57 -0.49 -0.10
H 1.423 1.756 -0.926 0.03 -0.13 -0.06 0.07
H 0.407 2.278 0.369 -0.05 -0.26 0.26 0.04
C -0.537 2.265 -1.536 0.95 0.54 -0.60 -0.78
C 2.674 -2.592 4.711 -0.24 0.22 -0.41 -0.52
C -1.862 2.663 -7.152 -0.20 -0.46 0.22 0.01
H 1.543 -0.810 -0.241 0.11 0.08 0.19 0.00
C 2.318 -2.387 3.260 0.33 -0.31 -0.17 0.02
H 1.772 -3.260 2.911 -0.23 0.10 0.11 0.10
H -2.830 -3.275 5.945 0.12 -0.16 -0.05 0.07
C 0.200 0.661 -7.474 -0.14 -0.13 -0.16 -0.23
H 5.803 -1.696 4.906 -0.08 -0.07 0.11 0.12
H -2.728 -2.502 3.618 -0.01 0.20 -0.30 0.11
C -0.481 2.821 -6.558 -0.40 0.13 -0.19 -0.54
O 0.468 1.908 -6.831 0.34 0.03 0.21 0.00
H 5.471 0.196 3.326 0.01 -0.01 0.01 0.08
H -4.729 -1.333 4.010 -0.12 0.35 -0.12 0.06
C 0.418 1.631 -0.510 -0.54 0.27 0.15 -0.32
Br -2.433 1.933 -1.231 0.06 0.01 0.13 0.67
C -2.177 -2.441 5.688 0.03 0.78 -0.21 -0.10
H -1.120 -2.705 5.675 -0.08 -0.48 -0.07 0.06
H -0.659 1.472 -9.295 -0.06 -0.07 0.02 0.06
S -1.697 2.138 2.540 -0.51 0.37 -0.46 0.44
H -0.530 -1.262 4.151 0.09 0.09 -0.15 0.06
H 0.602 1.148 -2.936 -0.36 -0.39 -0.49 0.06
H 3.722 -0.061 3.366 0.05 -0.04 -0.08 0.07
O -0.138 -0.490 1.577 -0.86 0.99 -1.01 -0.38
C -0.099 1.977 -2.993 0.34 -0.11 1.00 -0.15
Si -1.545 -0.009 2.278 0.82 -0.63 1.56 -0.22
Cl -3.271 -0.695 1.403 0.28 0.47 -0.13 0.43
H -2.277 -1.690 6.478 0.03 -0.11 0.16 0.07
H -2.587 3.009 -6.420 0.08 0.19 -0.02 0.09
```
Forces are in eV/Å.

Output
Spin multiplicity: 1
Maximum force: 1.873 eV Å⁻¹
DFT total energy: -5167.7711 hartree
Highest occupied orbital energy: -4.306 eV
LUMO level: 2.429 eV
Gap between HOMO and LUMO: 6.735 eV
Total charge: -1

---

Entry 3:
ORCA calculation (wB97M-V/def2-TZVPD) on a molecular structure, C16H33MoNO2P2 in a non-equilibrium geometry.

```
55
Properties=species:S:1:pos:R:3:forces:R:3:lowdin_spin:R:1
H 3.968 -2.086 -1.647 -0.33 0.01 0.17 0.00
C -3.326 1.376 -0.025 -1.00 -0.02 0.58 -0.01
H -2.521 -1.440 2.547 -0.34 0.36 -0.52 0.00
H -3.260 -1.560 0.963 -0.11 0.38 0.16 0.00
H -2.907 2.301 -0.427 0.15 -0.02 0.14 0.00
C -1.245 0.186 -2.913 -0.97 0.30 -1.87 0.01
N -0.756 -0.032 -1.672 1.87 0.53 0.92 -0.04
H 3.180 0.504 4.394 -1.04 -0.15 -0.03 0.00
C -1.345 1.498 -3.479 -0.26 -0.56 -0.27 -0.02
C -1.650 -0.912 -3.729 -0.09 0.65 -0.03 -0.02
C -0.409 -0.475 3.379 -2.27 1.97 -0.38 0.00
H 3.083 -2.548 -0.150 -0.04 0.11 -0.33 0.00
C 2.183 -1.730 2.606 -0.01 0.39 -0.38 0.01
H 1.647 -0.388 -3.343 0.16 0.21 0.16 0.00
H 1.405 -2.150 1.900 0.82 0.63 0.84 0.00
H -4.042 -0.552 2.249 0.33 -0.10 -0.32 0.00
H 3.488 1.593 -0.333 0.08 -0.23 0.03 0.00
H -4.288 1.615 0.447 -0.08 0.08 -0.15 0.00
H -1.769 2.741 2.106 -0.60 0.06 0.32 0.00
Mo 0.077 -0.018 -0.100 -3.69 -0.23 0.52 1.79
H 3.381 0.058 -3.145 -0.34 0.06 0.04 0.00
C -1.870 1.692 -4.771 0.17 -0.48 0.45 0.00
H -1.964 2.704 -5.184 0.09 -0.47 0.24 0.00
H -0.123 0.210 4.166 -0.38 0.60 -0.02 0.00
H -3.273 2.044 2.932 0.12 0.24 -0.64 0.00
C 2.054 0.419 4.251 2.32 0.49 0.33 0.00
C -3.082 -0.861 1.795 -0.02 -0.16 -0.17 0.01
H -0.037 -1.665 0.315 0.29 -0.15 0.16 0.01
H -1.549 -1.906 -3.300 -0.08 0.12 -0.13 0.00
H 4.648 0.284 -0.742 -0.20 0.07 0.07 0.00
H 1.674 -0.044 5.151 -0.16 -0.42 -0.09 0.00
C -2.170 -0.712 -5.017 0.25 0.26 0.47 0.00
P 2.304 -0.397 -1.007 1.55 -0.01 -0.54 0.09
C -2.259 1.856 2.548 0.10 0.52 0.17 0.00
O -0.511 0.201 2.086 1.29 -2.31 2.51 0.08
C -2.284 0.588 -5.533 -0.01 -0.06 -0.01 -0.02
H -2.490 -1.577 -5.608 0.14 0.39 0.21 0.00
H 2.286 -2.711 -1.740 0.19 0.14 0.21 0.00
H -2.697 0.739 -6.538 0.19 -0.05 0.47 0.00
H -1.413 -0.806 3.669 0.34 -0.11 -0.02 0.00
H 2.086 1.248 -2.769 0.03 -0.33 -0.03 0.00
H 0.256 -1.272 3.549 0.44 -1.38 -0.62 0.00
H -3.523 0.724 -0.878 0.16 -0.15 0.10 0.00
C 1.937 -0.262 2.914 1.05 1.67 -2.25 0.00
H 2.300 -2.346 3.505 0.15 0.00 -0.32 0.00
O 1.968 0.490 1.919 -0.38 -1.06 1.72 0.03
C 2.984 -2.101 -1.150 -0.06 -0.01 -0.04 0.02
C 3.698 0.519 -0.244 0.18 -0.02 -0.03 0.01
H 1.725 1.463 4.193 -0.17 -0.40 -0.21 0.00
P -2.130 0.612 1.186 0.38 0.07 -0.72 0.00
C 2.364 0.185 -2.740 0.26 -0.07 -0.10 0.01
H -1.016 2.352 -2.886 -0.10 -0.24 -0.06 0.00
H 3.750 0.291 0.829 0.12 0.05 -0.55 0.00
H 3.118 -1.565 2.028 -0.24 -1.01 0.43 0.00
H -1.656 1.626 3.442 -0.27 -0.19 -0.60 0.00
```
Forces are in eV/Å.

Output
Spin multiplicity: 3
Maximum force: 3.728 eV Å⁻¹
DFT total energy: -1585.4122 hartree
Highest occupied orbital energy (alpha / beta): -5.909 / -6.632 eV
LUMO level (alpha / beta): 0.219 / 0.216 eV
Gap between HOMO and LUMO (alpha / beta): 6.128 / 6.848 eV